Entry 1:
Entry from the OMol25 dataset: 2 unconnected molecules or ions with the total composition C21H26N8O2S (wB97M-V/def2-TZVPD).

Properties
F_max, eV/A: 2.5
HOMO-LUMO gap, eV: 8.2
Highest occupied orbital energy, eV: -8.49
SMILES: Cc1nc(N)c2c(C#N)c(-c3cccnc3)[nH]c2n1.CNC(=O)[C@H](CCSC)NC(C)=O

Structure (ORCA input):
```
! RIJCOSX wB97M-V def2-TZVPD def2/J DEFGRID3
* xyz 0 1
N 4.3457 -0.0121 -3.2498
O 2.4628 -3.7649 3.5453
O 1.3893 0.0070 4.7810
C 3.2689 0.4170 -3.3618
N 3.3302 1.1951 -7.7556
N -0.1739 0.6288 -0.3266
N -1.2868 1.6156 -2.1636
S -2.8599 -2.3445 1.7543
C 1.5938 -3.0572 4.0301
C 0.3513 0.0062 4.1361
C 1.9329 0.9157 -3.4768
C 1.3230 1.4934 -4.5786
C -1.2491 1.1748 -0.9048
C 2.7979 2.1866 -8.4828
C 2.8648 0.9835 -6.5119
C 0.9018 0.5220 -1.0750
C -0.1829 1.4709 -2.8701
C 1.7742 2.9977 -7.9919
C 1.2776 2.7811 -6.7088
C 0.9578 0.9118 -2.3853
C 1.8325 1.7520 -5.9371
N 1.9631 -0.0211 -0.4445
N 0.0343 1.8286 -4.1757
N -0.3147 1.1614 4.0394
N 0.8317 -2.3298 3.2086
C -4.2131 -1.2957 2.3513
C 1.3685 -3.1034 5.5299
C -2.4929 1.3261 -0.0990
C -1.5689 1.4421 3.3438
C -2.1474 -2.9281 3.3208
C -1.4363 -1.8545 4.1556
C -0.1813 -1.2826 3.4619
H 3.1756 2.3635 -9.4853
H 3.3022 0.1617 -5.9557
H 1.3761 3.7907 -8.6157
H 0.4868 3.4184 -6.3227
H 1.7311 -0.4829 0.4240
H 2.6874 -0.4140 -1.0371
H -0.6811 2.2419 -4.7638
H 0.1405 1.9319 4.5067
H 1.0712 -2.4803 2.2428
H -4.8913 -1.8913 2.9625
H -3.8212 -0.4697 2.9414
H -4.7612 -0.8956 1.4983
H 0.5314 -3.7628 5.7435
H 2.2669 -3.5014 5.9997
H 1.1793 -2.1144 5.9314
H -2.3848 2.1681 0.5875
H -2.6807 0.4126 0.4678
H -3.3494 1.5125 -0.7527
H -2.4108 1.3038 4.0242
H -1.5677 2.4756 2.9926
H -1.6868 0.7862 2.4833
H -1.4431 -3.7315 3.1020
H -2.9517 -3.3548 3.9203
H -1.1681 -2.2774 5.1214
H -2.1439 -1.0526 4.3539
H -0.5017 -0.9619 2.4715
*
```



Entry 2:
Entry from the OMol25 dataset: a molecular structure, C21H27BN10ORhSi (wB97M-V/def2-TZVPD).

Properties
F_max, eV/A: 0.2
HOMO-LUMO gap (alpha / beta), eV: 8.6 / 6.7
Highest occupied orbital energy (alpha / beta), eV: -14.35 / -14.35
Energy above the lowest of the compared OMol25 structures with the same formula, charge and spin, kJ/mol: 0.00

Structure (ORCA input):
```
! RIJCOSX wB97M-V def2-TZVPD def2/J DEFGRID3
* xyz 2 2
Rh -1.3818 -0.5952 0.1811
C 2.0786 1.8494 -1.1677
C 0.7178 1.9009 -1.1007
N 0.2660 1.2321 0.0094
N 1.3938 0.7385 0.6512
C 2.4570 1.1112 -0.0462
B 1.4388 -0.5724 1.5575
N 1.2726 -1.7656 0.5675
C 2.1678 -2.6740 0.1353
C 1.5639 -3.4893 -0.7976
C 0.2677 -2.9954 -0.9140
N 0.1060 -1.9581 -0.0961
N 0.2767 -0.6016 2.5624
C 0.3249 -0.6642 3.9047
C -0.9615 -0.8371 4.3772
C -1.7619 -0.8702 3.2395
N -0.9985 -0.7274 2.1540
N 2.7394 -0.6178 2.2888
C 3.2912 -1.6650 2.9760
C 4.2570 -1.1619 3.7988
C 4.2159 0.2330 3.5781
N 3.2982 0.5610 2.6935
H 2.7154 2.2778 -1.9210
H 0.0225 2.3851 -1.7636
H 3.4439 0.8143 0.2694
H 3.1763 -2.6788 0.5119
H 2.0009 -4.3234 -1.3169
H -0.5445 -3.3354 -1.5360
H 1.2633 -0.5897 4.4300
H -1.2739 -0.9378 5.4015
H -2.8298 -0.9906 3.1564
H 2.9463 -2.6770 2.8387
H 4.9048 -1.7094 4.4606
H 4.8230 1.0019 4.0289
C -1.8827 3.2197 -0.3505
Si -1.3549 1.8405 0.7632
C -3.0924 0.7831 0.6520
C -0.9829 2.4117 2.4714
H -2.7987 3.6461 0.0652
H -2.1064 2.8992 -1.3696
H -1.1393 4.0178 -0.3846
H -3.3786 1.4261 1.4979
H -3.5157 -0.1714 0.9831
H -3.6283 1.1310 -0.2270
H -1.8146 3.0261 2.8250
H -0.1046 3.0617 2.4147
H -0.7844 1.6422 3.2126
N 0.1856 -0.0270 -6.1964
C 0.1663 0.2446 -4.8825
O 1.0385 0.8585 -4.2938
C -1.0412 -0.2082 -4.0947
C -2.3257 -0.3917 -4.5816
C -3.3463 -0.6903 -3.6869
C -3.0588 -0.7681 -2.3403
N -1.8127 -0.5915 -1.8644
C -0.8305 -0.3448 -2.7328
H 0.9821 0.2791 -6.7334
H -0.4768 -0.6395 -6.6379
H -2.5501 -0.2796 -5.6350
H -4.3608 -0.8410 -4.0266
H -3.8348 -0.9732 -1.6149
H 0.1710 -0.2294 -2.3446
*
```



Entry 3:
Entry from the OMol25 dataset: a molecular structure, C21H27BN6ReTe (wB97M-V/def2-TZVPD).

Properties
F_max, eV/A: 2.4
HOMO-LUMO gap (alpha / beta), eV: 5.9 / 5.7
Highest occupied orbital energy (alpha / beta), eV: -14.23 / -14.30
Energy above the lowest of the compared OMol25 structures with the same formula, charge and spin, kJ/mol: 0.00

Structure (ORCA input):
```
! RIJCOSX wB97M-V def2-TZVPD def2/J DEFGRID3
* xyz 2 4
Re -0.7676 0.0152 -0.4293
C -3.0743 1.1699 1.8937
C -1.6541 1.5305 2.1314
C -1.1202 2.3001 3.1500
C 0.2534 2.3738 2.9072
C 1.2867 3.0650 3.6990
N 0.5021 1.6795 1.7892
N -0.6473 1.1515 1.3138
B 1.8122 1.5089 1.0011
N 1.5125 2.0548 -0.4016
N 0.4569 1.5685 -1.0932
C 0.3140 2.3113 -2.2132
C -0.7894 2.1130 -3.1865
C 1.3185 3.2659 -2.2368
C 2.0667 3.0743 -1.0738
C 3.2541 3.8213 -0.6214
N 2.0118 0.0001 0.8436
N 1.0384 -0.7595 0.2881
C 1.4654 -2.0460 0.3014
C 0.6557 -3.1819 -0.2065
C 2.7292 -2.0884 0.8670
C 3.0483 -0.7701 1.2007
C 4.2778 -0.2551 1.8323
H -3.6866 1.5395 2.7107
H -3.4331 1.6220 0.9646
H -3.1995 0.0850 1.8389
H -1.6486 2.7530 3.9630
H 0.8392 3.4937 4.5883
H 2.0738 2.3770 3.9966
H 1.7452 3.8630 3.1204
H 2.7192 2.0390 1.5113
H -1.5230 1.3894 -2.8165
H -1.2938 3.0615 -3.3649
H -0.4031 1.7671 -4.1440
H 1.4860 4.0063 -2.9895
H 3.5529 4.5317 -1.3842
H 3.0391 4.3659 0.2947
H 4.0835 3.1477 -0.4220
H -0.3355 -2.8369 -0.5051
H 1.1463 -3.6518 -1.0581
H 0.5377 -3.9385 0.5679
H 3.3403 -2.9557 1.0212
H 4.9731 -1.0693 2.0071
H 4.7577 0.4862 1.1972
H 4.0522 0.2229 2.7833
Te -3.1355 -0.9887 -1.0363
C -3.3290 -2.9469 -1.7986
C -4.6051 -3.5001 -1.6563
C -4.8281 -4.8193 -1.9925
C -3.7866 -5.5878 -2.4981
C -2.5372 -5.0132 -2.7165
C -2.3008 -3.6982 -2.3665
H -5.4137 -2.9011 -1.2651
H -5.8092 -5.2512 -1.8684
H -3.9483 -6.6314 -2.7203
H -1.7501 -5.6016 -3.1634
H -1.3307 -3.2622 -2.5551
*
```



Entry 4:
Entry from the OMol25 dataset: a molecular structure, C21H27Cl2O7PtS3 (wB97M-V/def2-TZVPD).

Properties
F_max, eV/A: 0.5
HOMO-LUMO gap, eV: 7.3
Highest occupied orbital energy, eV: -5.24
Energy above the lowest of the compared OMol25 structures with the same formula, charge and spin, kJ/mol: 0.00

Structure (ORCA input):
```
! RIJCOSX wB97M-V def2-TZVPD def2/J DEFGRID3
* xyz -1 1
Pt -0.3858 -1.0507 -1.7448
O -0.6910 -0.5539 1.3735
C -1.4040 0.6474 1.0890
C -0.5484 1.4579 0.0667
O -0.0352 2.5146 0.4191
O -0.3260 0.9354 -1.0915
C -2.7938 0.3615 0.5279
C -3.4885 -0.7647 0.9539
C -4.7515 -1.0375 0.4576
C -5.3478 -0.1705 -0.4464
C -4.6696 0.9660 -0.8556
C -3.3942 1.2275 -0.3770
C -1.5439 1.3964 2.4079
C -2.1065 2.6709 2.4282
C -2.2641 3.3551 3.6194
C -1.8653 2.7756 4.8196
C -1.3153 1.5063 4.8084
C -1.1574 0.8189 3.6085
H -0.7497 -1.1182 0.5812
H -3.0182 -1.4437 1.6539
H -5.2637 -1.9420 0.7589
H -6.3271 -0.3956 -0.8492
H -5.1179 1.6372 -1.5777
H -2.8544 2.0944 -0.7392
H -2.4130 3.1306 1.4983
H -2.6987 4.3472 3.6142
H -1.9884 3.3115 5.7529
H -1.0083 1.0387 5.7364
H -0.7418 -0.1776 3.6054
C 3.6914 0.0115 2.6294
C 2.6286 0.8080 1.8811
C 2.7024 0.6475 0.3701
S 2.2679 -1.0412 -0.1278
O 1.6575 -0.9104 -1.5290
C 3.9025 -1.7432 -0.4882
C 4.3512 -1.5663 -1.9340
C 4.6247 -0.1287 -2.3536
H 3.6502 0.2163 3.6995
H 4.6970 0.2637 2.2808
H 3.5530 -1.0661 2.5011
H 2.7263 1.8731 2.1008
H 1.6274 0.5208 2.2050
H 3.6822 0.9002 -0.0366
H 1.9586 1.2670 -0.1305
H 3.8166 -2.8031 -0.2449
H 4.5928 -1.2856 0.2241
H 3.5962 -2.0029 -2.5900
H 5.2577 -2.1680 -2.0492
H 3.7100 0.4629 -2.3535
H 5.0277 -0.1034 -3.3666
H 5.3528 0.3512 -1.6941
O -2.3483 -1.2266 -2.1473
S -2.5096 -2.6062 -2.8112
O -3.4511 -3.4243 -2.0970
O -2.7486 -2.4638 -4.2307
S -0.5473 -3.1909 -2.4804
Cl 1.9037 -2.4425 -5.3223
C 0.4442 -1.4295 -5.3573
Cl 0.4197 -0.3954 -6.8036
H 0.4620 -0.7927 -4.4811
H -0.4301 -2.0700 -5.3625
*
```



Entry 5:
Entry from the OMol25 dataset: a molecular structure, C21H27Cl5PRuSbSe4 (wB97M-V/def2-TZVPD).

Properties
F_max, eV/A: 8.5
HOMO-LUMO gap (alpha / beta), eV: 5.4 / 5.1
Highest occupied orbital energy (alpha / beta), eV: -4.25 / -4.65
Energy above the lowest of the compared OMol25 structures with the same formula, charge and spin, kJ/mol: 1206.91

Structure (ORCA input):
```
! RIJCOSX wB97M-V def2-TZVPD def2/J DEFGRID3
* xyz -1 6
Ru 0.8688 0.7708 -1.0279
C -0.9611 -2.0322 2.0908
C -0.0333 -0.9878 2.2503
C 1.3730 -1.2556 2.3144
C 1.8273 -2.5819 2.8782
C 2.2835 -0.3108 1.8810
C 3.7594 -0.6014 1.8466
C 1.8453 0.9771 1.4831
C 2.8734 2.0297 1.1613
C 0.5000 1.3452 1.7963
C 0.1922 2.8111 1.9819
C -0.4341 0.3860 2.1758
C -1.7950 0.7838 2.6868
H -0.6394 -3.0633 2.0197
H -0.9789 -2.1170 0.2980
H -2.0235 -1.8513 2.0050
H 2.2033 -3.2659 2.1102
H 1.0083 -3.0794 3.3934
H 2.6298 -2.4289 3.6001
H 4.2993 0.0200 2.5667
H 4.1645 -0.3777 0.8575
H 3.9784 -1.6441 2.0620
H 2.4253 2.9508 0.8059
H 3.5670 1.6838 0.3944
H 3.4639 2.2601 2.0573
H 0.8059 3.2019 2.7996
H -0.8515 2.9817 2.2284
H 0.4166 3.4029 1.0948
H -1.6811 1.3454 3.6173
H -2.4067 -0.0882 2.9024
H -2.3400 1.4135 1.9824
Se 1.2925 -0.4545 -5.9936
Sb 1.7673 0.9620 -4.0728
Se 2.7454 -0.6857 -1.8951
Se 0.7001 3.1586 -1.5459
Se 3.8593 2.1301 -4.2534
Cl -2.1217 4.2830 -0.8704
C -2.0207 2.4958 -0.7528
C -0.7661 2.0452 -1.0370
C -2.2387 -0.9091 -0.7483
Cl -0.6684 -1.3646 -0.8276
C -3.4938 -0.6408 -0.8022
Cl -4.6238 -1.9843 -1.2674
C -4.0282 0.6929 -0.4786
Cl -5.7511 0.6240 -0.1597
C -3.3839 1.9073 -0.3903
Cl -4.4431 3.1354 0.2848
C -0.1421 -2.3675 -3.5322
P -0.3732 -0.7439 -2.7359
C 0.8761 -1.7334 -0.5616
C -1.6626 -0.0337 -3.8095
H -0.7258 -3.0493 -2.8926
H 0.8810 -2.7280 -3.4712
H -0.5296 -2.3513 -4.5425
H -0.9183 -2.5988 -1.3533
H -0.4300 -0.2510 -0.2816
H 1.5768 -2.4540 -0.1679
H -2.5353 -0.6942 -3.8472
H -1.2198 -0.0329 -4.8084
H -1.9628 0.9647 -3.4998
*
```



Entry 6:
Entry from the OMol25 dataset: C21H27ClN2O5 in the gas phase (wB97M-V/def2-TZVPD).

Properties
F_max, eV/A: 0.2
HOMO-LUMO gap, eV: 9.8
Highest occupied orbital energy, eV: -9.17
Energy above the lowest of the compared OMol25 structures with the same formula, charge and spin, kJ/mol: 192.15
SMILES: COc1c(C)cc(C(=O)NCCCOCCNC(=O)C#C[C@H]2CCOC2)cc1Cl

Structure (ORCA input):
```
! RIJCOSX wB97M-V def2-TZVPD def2/J DEFGRID3
* xyz 0 1
C -6.8979 1.5257 0.7416
O -6.3287 0.5715 -0.1525
C -5.0341 0.2458 0.1420
C -3.9963 0.8704 -0.5538
C -4.3020 1.9116 -1.5930
C -2.6918 0.4934 -0.2779
C -2.4039 -0.4785 0.6739
C -0.9603 -0.8130 0.8923
O -0.1255 -0.5963 0.0277
N -0.6123 -1.3348 2.0942
C 0.7917 -1.5582 2.4065
C 1.3506 -2.8351 1.7884
C 2.8496 -2.9297 1.9855
O 3.4655 -1.9204 1.2090
C 4.8124 -1.7008 1.5479
C 5.3798 -0.6478 0.6171
N 5.6077 -1.1150 -0.7347
C 4.7058 -1.0791 -1.7624
O 4.8206 -1.7881 -2.7427
C 3.6140 -0.1239 -1.6362
C 2.6637 0.6085 -1.6065
C 1.4877 1.4635 -1.6132
C 1.7267 2.9343 -1.9735
C 0.3175 3.3863 -2.3678
O -0.4145 2.2083 -2.7273
C 0.4593 1.0853 -2.6772
C -3.4383 -1.1070 1.3517
C -4.7457 -0.7429 1.0778
Cl -6.0423 -1.5578 1.8924
H -7.9128 1.7057 0.3973
H -6.9229 1.1396 1.7624
H -6.3333 2.4614 0.7202
H -3.3934 2.1919 -2.1243
H -5.0352 1.5400 -2.3085
H -4.7242 2.8108 -1.1398
H -1.8741 0.9555 -0.8172
H -1.2975 -1.3770 2.8266
H 1.3658 -0.7097 2.0316
H 0.8898 -1.5854 3.4932
H 0.8700 -3.7109 2.2311
H 1.1359 -2.8356 0.7187
H 3.1064 -2.7890 3.0468
H 3.2237 -3.9159 1.6848
H 4.8937 -1.3514 2.5873
H 5.3896 -2.6338 1.4663
H 4.6890 0.1949 0.5767
H 6.3241 -0.2815 1.0253
H 6.2843 -1.8540 -0.8621
H 1.0029 1.3888 -0.6373
H 2.1414 3.5157 -1.1518
H 2.4118 2.9957 -2.8200
H -0.2012 3.8628 -1.5318
H 0.3259 4.0823 -3.2091
H 0.9531 0.9277 -3.6430
H -0.1147 0.2008 -2.4116
H -3.2572 -1.9060 2.0588
*
```



Entry 7:
Entry from the OMol25 dataset: C21H27ClN4OS in the gas phase (wB97M-V/def2-TZVPD).

Properties
F_max, eV/A: 0.8
HOMO-LUMO gap, eV: 8.6
Highest occupied orbital energy, eV: -8.03
Energy above the lowest of the compared OMol25 structures with the same formula, charge and spin, kJ/mol: 19.22
SMILES: Cc1ccc(Cl)cc1NC(=S)N(CCCN1CCOCC1)Cc1ccccn1

Structure (ORCA input):
```
! RIJCOSX wB97M-V def2-TZVPD def2/J DEFGRID3
* xyz 0 1
C -3.8138 -1.7829 0.1177
C -2.3871 -2.1266 -0.1830
C -1.8637 -3.3642 0.1485
C -0.5567 -3.7077 -0.1535
C 0.2373 -2.7913 -0.8180
C -0.2462 -1.5391 -1.1530
C -1.5547 -1.1977 -0.8244
N -2.0881 0.0402 -1.1751
C -1.4569 1.2097 -1.5115
N -0.3628 1.6158 -0.8318
C 0.2142 2.8858 -1.2489
H -0.4296 3.7108 -0.9113
H 0.1850 2.8914 -2.3425
C 1.6443 3.1677 -0.7952
H 1.9373 4.0917 -1.2969
C 2.6517 2.0629 -1.1425
N 2.8979 1.1798 -0.0146
C 3.4263 -0.1145 -0.4117
C 3.5156 -1.0128 0.8221
H 3.9566 -1.9765 0.5646
O 4.3453 -0.4484 1.8102
C 3.8733 0.8240 2.1776
C 3.7980 1.7584 0.9696
H 3.4266 2.7335 1.2894
H 4.8124 1.8932 0.5522
H 4.5734 1.2096 2.9210
H 2.8714 0.7353 2.6265
H 2.5047 -1.1693 1.2288
H 2.7568 -0.5697 -1.1420
H 4.4298 -0.0212 -0.8634
H 2.2504 1.4616 -1.9612
H 3.5922 2.5178 -1.4972
H 1.6749 3.3686 0.2759
C -0.0703 1.0845 0.4843
C -1.2796 0.9505 1.3737
N -1.2868 -0.1163 2.1614
C -2.3000 -0.2861 2.9914
C -3.3683 0.5928 3.0798
C -3.3628 1.7097 2.2573
C -2.2998 1.8976 1.3910
H -2.2679 2.7551 0.7366
H -4.1731 2.4235 2.2908
H -4.1788 0.4101 3.7676
H -2.2496 -1.1742 3.6073
H 0.4109 0.1041 0.4196
H 0.6423 1.7532 0.9649
S -2.1786 2.1309 -2.6906
H -3.0305 0.0040 -1.5451
H 0.3666 -0.8444 -1.7057
Cl 1.8504 -3.2281 -1.2690
H -0.1661 -4.6772 0.1092
H -2.4913 -4.0825 0.6544
H -4.3978 -1.7323 -0.8029
H -4.2598 -2.5377 0.7591
H -3.8828 -0.8168 0.6150
*
```



Entry 8:
Entry from the OMol25 dataset: a molecular structure, C21H27FN3O3OsTe4 (wB97M-V/def2-TZVPD).

Properties
F_max, eV/A: 1.5
HOMO-LUMO gap (alpha / beta), eV: 5.2 / 5.0
Highest occupied orbital energy (alpha / beta), eV: -8.55 / -8.67

Structure (ORCA input):
```
! RIJCOSX wB97M-V def2-TZVPD def2/J DEFGRID3
* xyz 1 5
Os 0.3159 0.6558 -0.3249
Te -0.0939 1.4618 2.2636
Te 0.3944 3.2194 0.3166
Te 1.0893 2.1825 -2.3412
Te 0.4808 -0.4325 -2.7340
F -2.9255 -5.7499 0.3282
C -3.5332 -4.5418 0.4008
C -2.8038 -3.4024 0.3095
C -3.4494 -2.1598 0.3343
C -2.6464 -0.9337 0.2093
O -1.4139 -1.0161 0.2207
C -3.3951 0.2885 0.1234
C -4.7337 0.2580 0.2768
N -5.4716 -0.8775 0.4750
C -6.9113 -0.7863 0.5733
C -7.5742 -1.1298 1.8752
C -7.4986 0.2956 1.4180
C -4.8392 -2.1083 0.4612
C -5.5711 -3.3051 0.5869
C -4.9263 -4.5219 0.5542
N -5.6117 -5.7567 0.6360
C -5.2530 -6.6612 1.7145
C -5.5306 -8.0846 1.2857
N -7.0031 -8.1845 0.9417
C -7.3952 -7.1870 -0.1269
C -7.0206 -5.7923 0.3369
C -2.7036 1.5911 -0.1854
O -3.0539 2.6030 0.3975
O -1.7692 1.4447 -1.0622
H -1.7265 -3.4340 0.1937
H -5.2982 1.1806 0.2509
H -7.4329 -1.0426 -0.3406
H -6.9284 -1.4170 2.6953
H -8.5279 -1.6406 1.8408
H -6.8213 0.9529 1.9481
H -8.3960 0.7742 1.0513
H -6.6440 -3.2617 0.7204
H -5.8297 -6.4337 2.6278
H -4.2010 -6.5714 1.9626
H -5.3168 -8.8128 2.0642
H -4.9776 -8.3271 0.3824
H -7.5433 -7.9882 1.7851
H -7.2434 -9.1306 0.6514
H -8.4624 -7.2922 -0.3067
H -6.8399 -7.4549 -1.0215
H -7.6444 -5.5113 1.2023
H -7.2500 -5.1034 -0.4733
C 3.7690 -2.0000 0.5933
C 2.3029 -1.6174 0.3906
C 1.4667 -2.1302 1.5605
C 2.1988 -0.0962 0.2134
H 3.8796 -3.0818 0.7130
H 4.1719 -1.5201 1.4905
H 4.3796 -1.6914 -0.2581
H 1.9534 -2.1010 -0.5218
H 1.8591 -1.7403 2.5055
H 1.4965 -3.2234 1.6119
H 0.4229 -1.8266 1.4807
H 2.8959 0.2328 -0.5494
H 2.5075 0.3719 1.1460
*
```



- Which formula does entry 8 have?
  C21H27FN3O3OsTe4